## i
C2H6N2O3 | wB97M-V/def2-TZVPD

The geometry in XYZ format:
```
13
Properties=species:S:1:pos:R:3:mulliken_charge:R:1
O -2.6972 -0.3595 -0.0906 -0.62
O 1.2866 -0.4452 -1.2365 -0.44
O -1.0808 0.7561 -1.1465 -0.55
N 0.8719 -0.7375 0.1229 -0.31
N -0.5018 -0.9609 0.2509 0.02
C 1.3462 0.3722 0.9508 -0.63
C -1.5048 -0.2074 -0.2985 0.66
H 0.5576 0.1317 -1.5413 0.44
H 0.9153 1.3320 0.6457 0.29
H -0.7994 -1.7071 0.8703 0.23
H 2.4368 0.4497 0.8872 0.26
H -1.9252 1.1761 -1.4173 0.35
H 1.0950 0.1997 2.0030 0.28
```

Properties
SMILES string = CN(O)NC(=O)O
Total charge = 0
Multiplicity = 1
LUMO energy = 0.55 eV


## ii
C2H6N2O3 | wB97M-V/def2-TZVPD

The geometry in XYZ format:
```
13
Properties=species:S:1:pos:R:3:mulliken_charge:R:1
O -1.7022 2.3303 -1.6879 -0.64
O 0.1637 0.9301 0.0010 -0.65
O 1.4004 -1.2921 -1.3230 -0.46
N -0.8711 0.3526 1.9087 -0.52
N 0.4207 -1.2486 0.7231 -0.16
C -0.0601 0.0415 0.8537 0.58
C 1.3255 -1.7858 -0.2008 0.12
H 1.9304 -2.6287 0.2076 0.29
H -0.9031 1.7944 -1.5420 0.37
H 0.2366 -1.7615 1.6181 0.23
H -1.4967 -0.3236 2.3333 0.24
H -1.6597 2.7793 -2.5473 0.31
H -1.4414 1.1319 1.6693 0.29
```

Properties
SMILES string = NC(=O)NC=O.O
Total charge = 0
Multiplicity = 1
LUMO energy = 0.40 eV


## iii
C2H6N2O3 | wB97M-V/def2-TZVPD

The geometry in XYZ format:
```
13
Properties=species:S:1:pos:R:3:mulliken_charge:R:1
O -1.6532 -2.1692 0.8406 -0.63
O 0.5947 -1.1465 -0.8805 -0.47
O 0.1428 2.7395 0.6407 -0.58
N 0.7405 1.1572 -0.8762 -0.13
N 0.2050 0.5315 1.2678 -0.33
C 0.9702 -0.1303 -1.3745 0.06
C 0.3689 1.5835 0.4001 0.43
H 0.0924 0.7200 2.2382 0.19
H 1.6362 -0.0826 -2.2479 0.33
H 0.7463 1.8969 -1.5623 0.23
H -1.1312 -2.6131 0.1916 0.32
H -2.5050 -2.1570 0.4305 0.31
H -0.2075 -0.3298 0.9318 0.28
```

Properties
SMILES string = NC(=O)NC=O.O
Total charge = 0
Multiplicity = 1
LUMO energy = 0.62 eV


## iv
C2H6N2O3 | wB97M-V/def2-TZVPD

The geometry in XYZ format:
```
13
Properties=species:S:1:pos:R:3:mulliken_charge:R:1
O -1.0198 1.7642 -0.3813 -0.58
O -3.2232 0.5104 0.1678 -0.34
O -1.9878 -1.3901 -0.3253 -0.50
N 0.3135 -0.0866 0.3573 -0.21
N -2.0987 -0.1472 0.4720 -0.02
C -0.7786 0.6828 0.0830 0.62
C 1.6227 0.3777 0.0187 -1.05
H -2.7492 -1.9877 -0.3063 0.33
H 2.1722 -0.4594 -0.0896 0.40
H 0.2431 -1.0984 0.3573 0.33
H 1.9889 0.8129 0.8519 0.38
H 1.7951 1.0675 -0.8200 0.31
H -2.9762 1.2435 -0.5170 0.33
```

Properties
SMILES string = CNC(=O)N(O)O
Total charge = 0
Multiplicity = 1
LUMO energy = 0.74 eV


Which of them is the most stable? Correct choice: iii.


## i
C5H11N3O2 | wB97M-V/def2-TZVPD

The geometry in XYZ format:
```
21
Properties=species:S:1:pos:R:3:mulliken_charge:R:1
O -0.2671 1.1957 1.3818 -0.64
O 3.7003 -0.1433 0.5049 -0.79
N 1.6205 1.5537 -0.6743 -0.83
N 1.9742 -1.5774 0.9890 -0.67
N -1.4715 -0.1563 0.0200 0.08
C -1.5509 -1.2951 -0.8779 -1.02
C 0.9281 0.2954 -0.4725 0.19
C -2.7467 0.2795 0.5612 -1.01
C -0.3451 0.4712 0.3918 0.56
C 1.8627 -0.7089 0.1399 0.22
H -2.3037 -1.9951 -0.4930 0.36
H -0.6046 -1.8363 -0.9413 0.38
H -2.6490 1.2814 0.9875 0.32
H 1.0201 2.2041 -1.1730 0.29
H 3.3312 -1.1552 1.3230 0.53
H 3.4416 0.7973 0.3596 0.34
H 1.8396 1.9830 0.2227 0.27
H -3.0918 -0.4164 1.3405 0.32
H -3.4926 0.2975 -0.2452 0.36
H -1.8589 -0.9730 -1.8834 0.30
H 0.6635 -0.1018 -1.4613 0.45
```

Properties
Total charge = 0
Multiplicity = 1
LUMO energy = 0.43 eV


## ii
C5H11N3O2 | wB97M-V/def2-TZVPD

The geometry in XYZ format:
```
21
Properties=species:S:1:pos:R:3:mulliken_charge:R:1
O -0.2393 1.8031 -2.9678 -0.62
O 0.2706 1.2684 -0.8191 -0.29
N -1.8094 -0.4033 1.1444 -0.83
N -1.7598 0.7659 -1.6135 -0.29
N -0.8497 -2.4310 0.3154 -0.65
C -0.5638 1.3165 -1.9065 0.58
C 1.5518 1.8728 -1.0253 -0.72
C 0.3412 -1.4376 2.0008 -0.54
C 1.5238 -0.9193 1.5651 -0.46
C -0.9247 -1.3204 1.0375 0.50
H 2.3371 -0.6545 2.2299 0.30
H -1.4874 0.4331 1.6206 0.23
H -1.9407 0.3174 -0.7178 0.35
H 0.1763 -2.5885 1.4172 0.37
H 1.6840 -0.7839 0.5027 0.32
H 2.0888 1.3807 -1.8391 0.31
H 1.4505 2.9329 -1.2561 0.33
H 0.1432 -1.4982 3.0679 0.42
H -1.6312 -2.5564 -0.3273 0.24
H 2.0916 1.7427 -0.0887 0.21
H -2.4530 0.7594 -2.3399 0.21
```

Properties
Total charge = 0
Multiplicity = 1
LUMO energy (spin up / spin down) = -1.35 / -1.35 eV


Which of them is the most stable? Correct choice: ii.


## i
C5H11N3O2 | wB97M-V/def2-TZVPD

The geometry in XYZ format:
```
21
Properties=species:S:1:pos:R:3:mulliken_charge:R:1
O 1.8706 -0.3677 1.1424 -0.50
O 0.3426 -0.5715 2.8214 -0.50
N 1.9298 1.6300 -1.3385 -0.58
N -0.0322 0.6900 -0.4096 -0.16
N 1.3890 -0.6616 -1.7401 -0.47
C -1.3292 -1.4253 -0.2484 -1.40
C 1.1055 0.5297 -1.0741 0.71
C 0.8737 -0.4706 1.7854 0.69
C -0.7723 -0.1964 0.3471 0.46
C -1.8613 0.5119 1.1035 -1.67
H 1.6686 2.4816 -0.9206 0.24
H 2.8750 1.4691 -1.1111 0.25
H -1.2757 -2.3667 0.2967 0.30
H -2.8929 0.5692 0.6112 0.32
H -1.6859 1.5106 1.4768 0.41
H -0.1436 1.6086 -0.1165 0.18
H 0.7677 -1.3396 -1.4192 0.22
H 2.3402 -0.8164 -1.5420 0.28
H -2.0949 0.0829 2.0108 0.42
H -2.3105 -1.2193 -0.5373 0.45
H -0.7640 -1.6485 -1.1380 0.37
```

Properties
Total charge = 0
Multiplicity = 1
LUMO energy = 0.55 eV


## ii
C5H11N3O2 | wB97M-V/def2-TZVPD

The geometry in XYZ format:
```
21
Properties=species:S:1:pos:R:3:mulliken_charge:R:1
O 0.4285 -0.9294 -3.0957 -0.70
O -1.6215 2.3970 2.4772 -0.51
N 1.2684 0.1395 -1.2266 -0.03
N 0.2386 -0.3288 0.7612 0.05
N -0.3395 -1.5977 -1.1377 -0.18
C -0.8371 1.2787 2.2321 -0.20
C -0.5993 0.7645 0.6736 -0.51
C 0.4305 -0.6900 -1.8585 0.39
C 1.6135 0.0366 0.1356 -0.40
C -0.3166 -1.6192 0.3495 -0.51
H -1.2179 -1.7156 -1.8199 0.29
H -1.7178 0.5201 -0.0819 0.20
H 0.1844 1.6139 2.6501 0.20
H -1.4688 0.5192 2.9574 0.18
H 2.2115 -0.8198 0.3620 0.35
H 0.0527 -2.6889 0.8321 0.20
H 1.9144 0.5844 -1.7789 0.16
H -1.3944 -1.6142 1.0080 0.30
H 2.3276 0.7683 0.7425 0.18
H -1.3988 3.2412 2.0883 0.29
H 0.1321 1.7353 0.0151 0.26
```

Properties
Total charge = 0
Multiplicity = 1
LUMO energy = 0.58 eV


Which of them is the most stable? Correct choice: i.


## i
C6H8N | wB97M-V/def2-TZVPD

The geometry in XYZ format:
```
15
Properties=species:S:1:pos:R:3:mulliken_charge:R:1
N -1.2544 1.9290 -0.0730 -0.34
C -0.2964 1.3515 0.2295 0.19
C 2.0642 0.6010 -0.2027 -1.32
C 0.0502 -0.8446 -0.0292 -0.60
C 0.7717 0.3670 0.5468 0.53
C -1.2706 -0.4312 -0.0356 0.40
C -2.5221 -0.5880 -0.0273 -0.57
H 2.0660 0.3722 -1.3139 0.36
H 2.5017 1.6333 -0.3015 0.34
H 2.7473 -0.1670 0.1601 0.37
H -2.9683 -1.4471 0.4066 0.29
H -3.4704 0.0441 -0.2937 0.32
H 1.0253 0.1978 1.5550 0.34
H 0.3391 -1.8712 0.5333 0.42
H 0.2167 -1.1467 -1.1543 0.28
```

Properties
Total charge = +1
Multiplicity = 1
LUMO energy = -6.46 eV


## ii
C6H8N | wB97M-V/def2-TZVPD

The geometry in XYZ format:
```
15
Properties=species:S:1:pos:R:3:mulliken_charge:R:1
N 2.7223 -0.6208 -0.9583 -0.34
C 1.7868 -0.7380 -0.3158 0.17
C 1.0712 1.4049 0.5134 -0.70
C 0.1169 1.1569 -0.4146 -0.30
C -1.8825 -0.3020 -0.2106 -1.36
C -0.4253 -0.1269 -0.3023 1.11
C 0.4447 -1.1718 0.1937 -0.59
H 0.1851 -2.1004 -0.1929 0.43
H 1.2520 2.3549 0.8052 0.35
H 0.4125 -1.3771 1.2560 0.34
H 1.5282 0.6823 1.1008 0.34
H -0.3688 1.9076 -1.0352 0.42
H -2.2278 -0.3034 0.8143 0.37
H -2.3378 0.5209 -0.7130 0.39
H -2.2774 -1.2872 -0.5408 0.39
```

Properties
Total charge = +1
Multiplicity = 1
LUMO energy = -7.08 eV


Which of them is the most stable? Correct choice: ii.